# 1
{"formula": "C46H48N10OPRuS3", "method": "ωB97M-V/def2-TZVPD", "symbols": ["C", "C", "H", "C", "H", "H", "H", "H", "C", "H", "N", "C", "S", "H", "C", "H", "C", "N", "C", "H", "C", "C", "H", "S", "Ru", "C", "C", "C", "C", "C", "C", "H", "H", "H", "H", "C", "C", "C", "C", "N", "N", "H", "H", "H", "C", "C", "H", "H", "H", "H", "C", "C", "C", "H", "C", "H", "C", "C", "H", "C", "H", "C", "H", "H", "C", "H", "H", "C", "H", "H", "H", "H", "H", "C", "P", "H", "C", "C", "C", "H", "H", "H", "C", "C", "O", "H", "C", "C", "N", "H", "H", "H", "N", "C", "N", "H", "C", "N", "N", "H", "H", "N", "C", "C", "C", "H", "S", "H", "H", "C"], "positions_angstrom": [[-0.4046, -4.0434, -1.9826], [-4.0686, -3.0963, 0.8242], [-6.5382, 1.1183, -1.4676], [0.6128, 2.2571, 2.6055], [-5.9011, -0.0455, 6.6624], [-2.6819, 3.1189, -4.6424], [-8.5831, -0.1905, -1.8950], [3.7593, -0.8405, -0.2325], [-5.1644, -1.9626, -1.7064], [4.6869, 1.2482, 3.6271], [1.4363, -2.5341, -3.5862], [3.6878, 1.0920, 1.6856], [-1.3296, -0.9726, -1.1417], [7.0246, -0.1001, -2.4679], [-6.4782, 0.0491, -1.6000], [4.5038, 3.0041, -3.0130], [-0.7669, 2.4325, -3.9960], [1.3486, 2.2868, 3.4979], [-6.3201, -2.6966, -1.9340], [5.2554, 5.2858, -2.4810], [-3.8200, -2.6412, -1.5922], [-7.5472, -2.0590, -1.9998], [-3.8892, -3.7113, -1.8042], [-0.3799, 2.2840, 1.2999], [0.6606, 0.4357, -0.0365], [3.6348, -1.1288, 0.8140], [1.2857, -2.2268, -2.2896], [-4.9892, 1.5020, 5.4972], [5.0080, -1.3310, 1.4925], [4.0485, 3.5467, -2.1965], [-5.1617, 0.1939, 5.9144], [-3.8823, 2.8261, 4.2301], [5.8070, -0.8923, 3.3401], [-5.0656, -3.3356, 0.4536], [2.0234, 0.1556, 3.4007], [2.4585, 3.6756, -0.3973], [-4.3830, -0.8155, 5.3746], [4.8618, 0.8024, 2.6465], [2.8564, 4.9700, -0.1202], [4.9585, -0.6669, 2.8157], [1.2997, 1.6390, -3.0484], [1.0497, -3.3809, -3.9718], [1.7298, 1.9659, -3.9103], [-4.7351, -1.2431, 1.7092], [-1.9397, -1.4718, 1.4465], [-1.8616, 2.1474, -1.5299], [-3.5732, -4.0252, 1.1330], [2.3776, 5.5230, 0.6738], [3.8097, -0.7838, 4.5855], [-4.6637, -2.5988, 2.8476], [4.4680, 4.8317, -1.8978], [5.8169, -0.6060, -4.1526], [0.8415, -3.1718, -0.1196], [4.3728, -0.9817, -5.6811], [2.5155, -0.6368, 2.8323], [-5.6009, 2.2847, 5.9154], [3.8711, 5.5447, -0.8689], [-2.5639, -1.6046, 3.8179], [-2.7709, -2.5626, 4.3048], [6.0332, -0.0777, -2.8908], [3.0722, 1.8959, 2.0963], [4.9869, 0.4849, -2.1810], [-6.2581, -3.7652, -2.0774], [2.5084, 0.0324, -4.4338], [-0.0225, 1.9750, -2.8983], [-2.4842, 1.0294, 3.2784], [-3.1028, -2.1958, -2.2839], [-7.6286, -0.6875, -1.8322], [3.0456, -2.0482, 0.8480], [1.9927, -1.9390, -4.1792], [-4.5165, -1.8352, 5.7063], [-1.5065, -1.3596, 3.9382], [3.7950, -2.2419, 3.5825], [0.5605, -3.1859, -1.4714], [2.3548, 1.2859, -1.7607], [5.2210, -2.3935, 1.6246], [-4.0278, 1.8053, 4.5466], [3.0500, 2.9554, -1.4283], [-5.2506, -0.5840, -1.5393], [5.8027, 1.1942, 2.2567], [5.8176, -0.8921, 0.9058], [-8.4390, -2.6366, -2.1811], [-2.6540, 2.6304, -2.5468], [-3.2455, 0.7990, 4.0112], [1.7406, -1.1819, -1.7848], [-4.3510, -0.0059, -1.3713], [-2.2783, -1.7033, 0.0674], [-2.0904, 2.7627, -3.8130], [1.1523, -3.1045, 0.9928], [1.8131, -1.4604, 2.6900], [4.0485, 1.4082, 0.7036], [-3.6806, 2.8972, -2.3647], [2.8676, -0.1050, 1.5166], [-4.1625, -2.1324, 2.0009], [-3.3191, -2.4720, -0.2442], [-2.2610, 2.0220, -0.5318], [4.5446, -0.5702, -4.6982], [-1.2820, -4.6748, -2.3792], [-2.8273, -1.7551, 2.4046], [5.1707, 0.9266, -1.2091], [-0.2976, 2.5241, -4.9637], [-0.5771, 1.8346, -1.6970], [3.7737, -1.1517, 3.5603], [-3.4213, -0.5172, 4.4201], [3.4963, -0.0037, -3.9932], [4.2001, 6.5491, -0.6514], [-0.3858, -0.9073, 1.8335], [1.6702, 3.2033, 0.1824], [6.6342, -1.0339, -4.7114], [3.7084, 0.5411, -2.7301]], "forces_ev_per_angstrom": [[-0.12, -0.11, -0.04], [-0.34, -0.18, 0.84], [-0.03, 0.13, -0.01], [0.54, 0.18, 0.79], [-0.09, 0.00, 0.07], [-0.03, 0.03, -0.08], [-0.13, 0.05, 0.02], [0.03, -0.14, 0.15], [0.00, -0.05, 0.00], [0.02, -0.13, -0.01], [0.11, 0.46, -0.45], [0.08, 0.52, -0.06], [-0.22, 0.61, 0.76], [0.13, 0.03, 0.08], [0.06, 0.07, 0.03], [0.08, 0.03, -0.04], [-0.06, 0.07, 0.11], [0.05, -0.06, 0.20], [0.18, 0.03, -0.03], [0.04, 0.04, -0.05], [-0.19, -0.06, -0.74], [-0.11, 0.04, -0.01], [0.08, 0.08, -0.01], [0.00, -0.88, -1.47], [-0.11, -0.80, -0.02], [0.02, -0.43, -0.44], [-1.20, -1.84, 0.61], [-0.05, -0.02, 0.04], [-0.02, -0.33, -0.86], [0.11, -0.06, 0.01], [-0.07, 0.01, 0.06], [0.01, 0.12, -0.04], [-0.12, 0.03, -0.05], [0.08, 0.05, 0.05], [0.13, -0.15, -0.02], [-0.14, -0.24, 0.15], [0.11, -0.04, -0.09], [-0.11, 0.85, -0.10], [0.01, 0.10, 0.00], [0.64, -0.16, 0.34], [0.13, -0.14, -0.38], [0.11, -0.01, 0.13], [-0.16, -0.06, 0.24], [0.05, -0.06, 0.12], [0.76, 0.25, 2.62], [-0.58, 0.33, -0.07], [-0.06, 0.05, -0.12], [-0.01, 0.06, 0.07], [0.16, 0.04, -0.08], [0.01, -0.01, -0.05], [0.00, 0.04, -0.17], [-0.04, 0.01, 0.06], [0.28, -0.04, 0.50], [-0.04, -0.01, -0.11], [-0.43, -0.07, 0.40], [-0.07, 0.11, 0.06], [0.00, 0.02, 0.08], [0.18, 0.33, 0.74], [0.10, 0.05, -0.08], [0.10, -0.06, 0.01], [0.20, -0.13, -0.09], [-0.15, 0.12, 0.02], [0.01, -0.15, 0.00], [0.01, -0.04, -0.01], [-0.27, 0.09, -0.20], [0.10, 0.08, -0.10], [-0.09, -0.24, 0.08], [-0.04, -0.04, -0.04], [0.17, 0.12, -0.12], [-0.21, -0.10, 0.08], [-0.02, -0.12, 0.04], [-0.17, -0.18, 0.06], [0.17, 0.06, -0.06], [1.07, 0.49, -0.82], [-0.49, 1.50, -0.47], [0.02, 0.14, 0.14], [0.04, 0.01, -0.05], [-0.16, -0.55, 0.31], [0.00, -0.06, 0.01], [-0.01, -0.19, 0.04], [0.00, 0.07, 0.19], [-0.12, -0.06, -0.04], [0.12, -0.07, 0.17], [0.04, -0.04, -0.06], [0.31, 0.90, 0.64], [0.11, 0.06, 0.01], [-0.53, 0.05, -2.83], [0.26, -0.09, 0.06], [0.20, -0.40, 0.19], [0.27, 0.02, 0.10], [0.01, -0.04, 0.12], [-0.12, 0.01, 0.08], [-0.95, 0.30, -0.57], [-0.75, -0.45, -0.54], [1.05, 0.73, 0.83], [-0.03, -0.08, -0.01], [-0.02, 0.04, -0.08], [-0.46, -0.37, -0.28], [0.97, 0.12, -1.47], [0.08, 0.04, 0.03], [0.06, 0.00, -0.07], [0.93, -0.78, 0.61], [-0.76, -0.30, 0.39], [-0.07, -0.11, 0.02], [-0.04, 0.15, 0.02], [0.03, 0.10, 0.02], [-0.82, 1.02, -0.51], [0.10, 0.20, -0.03], [0.08, -0.06, -0.03], [-0.02, -0.43, 0.47]], "homo_ev": [-11.64, -11.64], "charge": 2, "orbital_gap_ev": [5.06, 5.34], "multiplicity": 2}

=====

# 2
{"formula": "C46H49F3GeN4O6RbS", "method": "ωB97M-V/def2-TZVPD", "symbols": ["N", "C", "C", "N", "C", "H", "C", "C", "C", "H", "H", "H", "H", "N", "C", "C", "H", "C", "C", "F", "C", "C", "H", "C", "C", "H", "C", "C", "H", "H", "C", "H", "H", "C", "C", "H", "C", "C", "H", "H", "C", "C", "Rb", "O", "H", "C", "C", "H", "H", "C", "H", "C", "C", "H", "O", "H", "O", "H", "H", "H", "C", "H", "H", "H", "H", "C", "H", "H", "H", "O", "C", "C", "Ge", "H", "S", "C", "C", "H", "H", "H", "C", "C", "H", "C", "C", "O", "H", "C", "C", "C", "H", "O", "H", "C", "H", "H", "H", "F", "C", "C", "H", "H", "H", "H", "C", "N", "F", "H", "H", "H", "C"], "positions_angstrom": [[-4.9529, 0.1360, -2.1648], [-3.7984, 0.6101, -1.6335], [-2.2337, 2.1224, 6.0158], [-1.8907, 2.1124, -1.7573], [-4.8191, -0.4427, -0.0739], [4.5269, -0.4927, -1.6695], [0.3248, -1.0841, -5.2672], [-1.0878, 3.9018, 3.6593], [-2.7708, -3.0943, 2.3080], [1.5876, 5.6662, 2.5550], [-3.3172, 2.0916, 6.0834], [2.9753, -0.9453, 3.1296], [2.4633, 0.9718, -0.5707], [-2.6220, 1.3648, -3.7020], [3.7811, -4.2229, -1.0036], [-1.4586, 3.2734, 2.4747], [0.0878, -4.1512, 0.1795], [2.6772, 2.9067, -1.4727], [-0.7211, 3.5128, 1.3174], [-2.8032, -4.0056, -3.2873], [2.3397, 3.0092, -3.8486], [2.1822, -1.0081, 2.3707], [-1.6502, 3.7173, 4.5704], [2.1188, 0.8833, -2.6984], [-0.4834, -3.6679, 2.1743], [-2.0598, -0.7167, 4.3972], [4.3070, -1.5397, -1.4842], [-0.1839, 1.3027, 5.0638], [-0.1852, 3.1698, -2.5549], [-0.8496, -4.6593, 2.4655], [0.5695, -3.8261, 1.1042], [2.9237, 3.3914, -0.5336], [0.3288, 0.6385, 4.3753], [-0.1325, 3.0712, 6.6974], [0.5307, 2.2093, 5.8320], [3.2207, -2.1808, 0.9372], [0.7370, 4.9936, 2.5336], [-2.7958, 1.3861, -2.3580], [-0.3100, -0.3107, -4.8502], [-6.5561, -1.0441, -1.3431], [2.1132, -2.6575, -5.0308], [2.6304, 3.6481, -2.6475], [-0.6397, -0.6110, -0.2323], [-1.5415, -2.8919, 1.6494], [-3.1920, 2.4610, 1.4788], [-1.4842, 2.1013, -3.9665], [3.0732, -2.0705, -1.8653], [2.8293, 4.7138, -2.6300], [1.2099, -0.9774, 2.8790], [-2.6527, 2.3598, 2.4218], [1.8732, 1.1639, -4.8216], [-1.4607, -2.1465, -2.5117], [-1.5170, 3.0228, 6.7937], [0.9228, 4.5580, 0.4340], [2.2976, 0.0751, 1.4688], [1.6115, 2.2464, 5.7509], [1.2385, -2.6200, 0.7922], [-0.0704, -3.1873, 3.0714], [-3.3416, 2.5521, 3.2490], [-4.9910, -0.8539, 0.9101], [2.0861, 1.6436, -3.8718], [3.2292, 1.3380, 2.8269], [2.9091, -3.1113, -4.4512], [-1.0874, 2.2096, -4.9648], [1.2912, -4.5936, 1.4055], [0.3656, 4.3741, 1.3463], [6.2259, -1.9115, -0.5942], [0.7126, -2.8891, -8.1115], [1.8522, -3.8441, -1.8656], [-0.6394, -2.9476, -2.0378], [2.8208, -3.4228, -1.6066], [-2.3648, 0.3263, 4.2768], [1.6559, -1.0096, -2.6600], [-3.5096, -2.4588, 1.8234], [-2.2532, 0.5736, 2.5006], [0.8870, -2.5403, -7.1005], [5.2707, -2.3392, -0.8766], [-3.4357, 0.3778, 4.5018], [3.5699, -5.2708, -0.8190], [-3.0922, -4.1379, 2.2322], [2.4204, 1.5405, -1.4987], [1.8913, -3.1057, -6.3285], [2.5071, -3.8991, -6.7352], [5.0098, -3.6815, -0.6359], [2.3832, 1.3300, 2.1275], [-1.3710, -0.9093, -2.6546], [2.5750, -3.1051, 2.2993], [-1.0530, 2.5567, -2.7599], [-5.6138, -0.5513, -1.1718], [-2.8529, -2.7342, -2.8866], [-2.0407, 3.6867, 7.4714], [-0.7992, 0.4398, 2.1302], [-0.6846, -1.0776, -7.1598], [2.3597, -2.2891, 1.6013], [0.2863, 5.2366, 4.6214], [1.4559, 1.5714, 2.6520], [2.3172, 3.5774, -4.7725], [-3.4668, -2.0207, -3.8725], [0.0081, 4.7550, 3.6907], [-1.5750, 1.2599, 5.1436], [-1.0252, 3.0478, 0.3872], [5.7603, -4.3062, -0.1643], [-2.9925, 0.6577, -4.3125], [-5.2606, 0.2406, -3.1133], [0.1046, -1.5242, -6.5654], [-3.6849, 0.2793, -0.3699], [-3.6636, -2.6779, -1.7986], [0.4301, 3.7767, 7.2980], [-2.7132, -2.8280, 3.3710], [2.5503, 2.0902, 1.3644], [1.3351, -1.6398, -4.4756]], "forces_ev_per_angstrom": [[-0.05, -0.09, 0.15], [0.07, 0.11, -0.10], [-0.01, -0.21, 0.20], [0.33, 0.22, -0.03], [0.07, 0.07, 0.07], [-0.03, -0.04, 0.01], [-0.01, 0.00, 0.03], [-0.02, 0.21, -0.09], [0.07, 0.05, 0.01], [-0.04, -0.04, -0.01], [0.06, 0.01, 0.00], [0.02, 0.02, 0.00], [-0.01, 0.06, -0.17], [0.07, 0.24, -0.09], [0.02, 0.02, -0.04], [0.01, 0.00, 0.01], [-0.03, 0.02, 0.00], [0.00, -0.04, -0.05], [-0.06, 0.02, -0.04], [-0.11, 0.13, -0.01], [0.02, 0.02, 0.04], [0.00, 0.17, -0.02], [0.17, 0.27, -0.47], [0.14, 0.32, 0.04], [-0.06, 0.01, 0.00], [0.05, 0.04, 0.04], [0.00, -0.01, -0.02], [0.04, -0.11, 0.09], [-0.15, -0.07, 0.01], [-0.02, -0.07, -0.03], [0.18, 0.00, -0.15], [-0.02, 0.00, -0.05], [-0.08, 0.08, 0.11], [-0.02, -0.05, 0.06], [-0.03, -0.09, 0.04], [0.01, 0.01, 0.02], [0.03, -0.01, 0.00], [-0.08, -0.16, 0.15], [0.03, -0.01, 0.01], [0.08, 0.03, 0.01], [-0.01, -0.01, -0.04], [0.01, -0.04, -0.03], [0.34, 0.09, 0.57], [-0.14, 0.10, -0.04], [0.06, 0.00, -0.01], [-0.07, -0.18, -0.07], [0.20, -0.20, 0.17], [-0.01, -0.05, -0.01], [-0.02, 0.00, -0.03], [-0.12, 0.12, 0.06], [-0.01, -0.01, 0.04], [0.19, -0.24, -0.21], [0.03, -0.11, 0.17], [-0.04, 0.01, 0.05], [-0.03, 0.16, 0.11], [-0.07, 0.01, 0.00], [-0.11, 0.23, 0.20], [0.02, 0.01, 0.04], [-0.01, 0.01, -0.10], [0.03, 0.07, -0.08], [0.04, -0.02, 0.02], [-0.04, 0.00, 0.01], [-0.02, 0.02, 0.03], [-0.07, 0.00, 0.13], [0.03, -0.01, 0.04], [0.06, -0.02, -0.01], [-0.02, -0.01, -0.01], [0.01, 0.01, 0.03], [0.08, 0.05, 0.01], [-0.32, 0.18, -0.09], [0.03, -0.01, -0.04], [-0.07, -0.13, 0.42], [0.04, -0.06, -0.37], [0.03, -0.01, -0.02], [0.42, 0.14, -0.29], [0.00, 0.02, 0.03], [-0.03, 0.00, -0.03], [0.08, -0.01, 0.01], [0.02, 0.04, 0.00], [0.00, -0.03, -0.01], [-0.03, -0.06, 0.03], [-0.01, 0.02, 0.04], [-0.01, 0.01, 0.01], [0.00, -0.02, -0.02], [-0.01, -0.13, -0.11], [-0.27, -0.47, -0.77], [-0.03, 0.00, 0.04], [-0.05, 0.09, 0.11], [-0.05, 0.14, -0.12], [0.06, 0.02, -0.05], [0.02, -0.02, -0.03], [-0.49, 0.29, 0.76], [0.01, -0.01, 0.01], [-0.02, -0.35, -0.12], [-0.02, -0.02, -0.04], [-0.05, -0.01, 0.02], [0.00, -0.02, 0.04], [0.07, -0.23, 0.26], [-0.09, 0.04, -0.12], [-0.02, -0.11, 0.07], [0.00, -0.06, -0.04], [-0.03, 0.03, -0.02], [-0.03, -0.08, -0.02], [-0.03, 0.01, -0.09], [0.02, -0.01, 0.02], [-0.16, -0.11, 0.19], [0.11, -0.08, -0.31], [-0.03, -0.03, -0.03], [0.03, 0.01, 0.03], [-0.01, -0.05, 0.04], [0.01, -0.04, -0.22]], "homo_ev": [-6.04, -8.07], "orbital_gap_ev": [6.16, 8.19], "multiplicity": 2, "relative_energy_kcal_mol": 10.4}

=====

no.,DFT total energy (eV)
1,-109792.4743
2,-142901.7676